{"formula": "C30H30AlClN5O14P2", "method": "ωB97M-V/def2-TZVPD", "homo_lumo_gap_ev": 5.0, "homo_energy_ha": -0.1667, "e_tot_ha": -3873.41326, "total_charge": -1, "spin_multiplicity": 1, "elements": ["O", "P", "O", "O", "Al", "P", "O", "Cl", "H", "H", "H", "H", "H", "C", "C", "C", "C", "C", "C", "N", "O", "O", "H", "H", "H", "H", "H", "C", "C", "C", "C", "C", "C", "N", "O", "O", "H", "H", "H", "H", "H", "C", "C", "C", "C", "C", "C", "N", "O", "O", "H", "H", "H", "H", "H", "C", "C", "C", "C", "C", "C", "N", "O", "O", "H", "H", "H", "H", "H", "C", "C", "C", "C", "C", "C", "N", "O", "O", "H", "H", "H", "H", "H"], "coordinates": [[-6.2108, -0.6432, 3.4682], [-5.9321, -1.9229, 2.7876], [-7.0689, -2.0907, 1.6191], [-6.2651, -3.2076, 3.7446], [-3.8143, -2.0198, 1.7009], [-2.0827, -0.8438, 2.8147], [-2.6773, -0.1643, 4.2266], [-1.6350, 0.8083, 1.5551], [-6.6718, -2.6795, 0.9600], [-5.7395, -3.1480, 4.5516], [-3.3511, -3.4993, 1.4352], [-4.0546, -1.3203, 0.2710], [-1.8955, 0.2064, 4.6557], [2.6102, 1.8201, -2.3499], [3.7949, 1.2625, -1.8839], [3.8198, 0.6013, -0.6691], [2.6516, 0.5029, 0.0643], [1.4629, 1.0541, -0.3781], [1.4513, 1.7172, -1.5948], [2.6894, -0.2227, 1.3417], [3.7663, -0.6760, 1.6982], [1.6605, -0.3290, 1.9630], [2.5935, 2.3291, -3.3025], [4.7004, 1.3396, -2.4724], [4.7367, 0.1660, -0.3032], [0.5460, 0.9785, 0.1947], [0.5315, 2.1505, -1.9570], [1.7788, -2.2147, -7.1136], [2.4794, -2.6620, -6.0023], [2.1358, -2.2134, -4.7383], [1.0886, -1.3227, -4.6083], [0.3836, -0.8617, -5.7023], [0.7349, -1.3131, -6.9633], [0.7081, -0.8600, -3.2665], [1.3590, -1.2668, -2.3290], [-0.2330, -0.1015, -3.1808], [2.0463, -2.5708, -8.0993], [3.2930, -3.3635, -6.1200], [2.6765, -2.5569, -3.8701], [-0.4289, -0.1628, -5.5786], [0.1912, -0.9632, -7.8291], [-5.1539, 2.0036, 4.6396], [-4.5214, 2.3050, 5.8384], [-4.8260, 3.4729, 6.5168], [-5.7716, 4.3292, 5.9812], [-6.4097, 4.0493, 4.7851], [-6.0949, 2.8792, 4.1154], [-6.1130, 5.5563, 6.7039], [-5.5250, 5.7912, 7.7431], [-6.9685, 6.2803, 6.2310], [-4.9216, 1.0865, 4.1180], [-3.7900, 1.6210, 6.2444], [-4.3349, 3.7081, 7.4484], [-7.1428, 4.7293, 4.3798], [-6.5854, 2.6410, 3.1828], [7.2420, 5.9862, -2.5139], [7.1146, 6.5302, -3.7847], [6.0956, 6.1086, -4.6212], [5.2156, 5.1457, -4.1659], [5.3291, 4.5889, -2.9064], [6.3525, 5.0150, -2.0773], [4.1185, 4.7091, -5.0403], [4.0433, 5.2028, -6.1453], [3.3491, 3.8799, -4.5982], [8.0361, 6.3221, -1.8610], [7.8084, 7.2862, -4.1234], [5.9916, 6.5280, -5.6097], [4.6320, 3.8373, -2.5678], [6.4523, 4.5910, -1.0883], [1.7437, -7.1093, 2.0741], [1.3104, -5.9727, 1.4066], [-0.0392, -5.7856, 1.1584], [-0.9362, -6.7434, 1.5895], [-0.5240, -7.8829, 2.2518], [0.8276, -8.0646, 2.4926], [-2.3702, -6.5283, 1.3470], [-2.6754, -5.5268, 0.7467], [-3.1501, -7.3595, 1.7801], [2.7980, -7.2496, 2.2717], [2.0228, -5.2273, 1.0832], [-0.3835, -4.9014, 0.6434], [-1.2419, -8.6189, 2.5784], [1.1662, -8.9502, 3.0119]], "atomic_forces_ev_per_a": [[-0.1, 0.5, 0.6], [-0.1, 0.5, -0.4], [0.4, -0.7, 0.2], [-0.1, -0.1, 0.0], [-0.3, 0.3, -0.8], [0.9, -0.4, 0.5], [0.1, 0.3, -0.4], [-0.5, 0.1, 0.1], [-0.3, 0.1, -0.2], [-0.1, 0.0, 0.0], [0.1, -0.1, 0.4], [-0.1, 0.1, 0.1], [-0.2, -0.1, 0.2], [-0.1, 0.0, 0.0], [-0.1, 0.0, 0.0], [0.2, 0.0, -0.1], [0.0, 0.1, -0.2], [-0.2, 0.1, 0.1], [0.2, 0.2, 0.0], [0.1, 0.0, 0.1], [0.0, 0.0, 0.0], [-0.1, 0.0, 0.1], [0.0, 0.0, 0.1], [0.0, 0.0, 0.0], [0.0, -0.1, 0.1], [0.2, -0.2, 0.1], [-0.1, 0.0, 0.0], [0.0, 0.0, 0.0], [-0.1, 0.0, -0.1], [0.2, -0.2, 0.1], [0.1, 0.0, -0.2], [-0.2, 0.1, -0.1], [0.1, -0.1, 0.0], [-0.1, 0.0, 0.0], [0.1, -0.2, 0.1], [-0.1, 0.0, -0.1], [0.0, 0.0, 0.0], [0.0, 0.0, 0.0], [-0.1, 0.1, 0.1], [0.0, 0.0, 0.1], [0.0, 0.0, 0.0], [0.1, -0.1, -0.1], [-0.1, 0.1, -0.1], [0.2, -0.1, 0.2], [0.0, -0.1, -0.1], [-0.1, 0.0, -0.2], [0.0, 0.0, 0.1], [0.0, 0.0, 0.0], [0.0, 0.0, 0.1], [-0.1, 0.1, 0.0], [-0.1, -0.1, 0.0], [0.0, 0.0, 0.0], [-0.1, 0.1, 0.0], [0.0, 0.1, 0.1], [0.0, 0.0, 0.0], [0.0, 0.0, 0.0], [0.0, 0.0, 0.1], [0.1, 0.2, -0.2], [0.1, 0.1, 0.1], [-0.1, -0.1, 0.2], [0.1, 0.1, 0.0], [0.0, 0.0, 0.0], [0.0, 0.0, -0.1], [0.0, 0.1, -0.2], [0.0, 0.0, 0.0], [0.0, 0.0, 0.0], [-0.1, -0.1, 0.0], [-0.1, 0.0, -0.1], [0.0, 0.0, 0.0], [0.0, 0.0, 0.0], [0.0, -0.1, 0.0], [0.1, 0.2, -0.1], [0.2, 0.0, 0.1], [0.0, -0.2, 0.1], [0.1, 0.1, 0.0], [0.0, 0.1, 0.1], [-0.1, -0.3, -0.3], [0.0, -0.1, 0.0], [0.0, 0.0, 0.0], [0.0, 0.0, 0.0], [-0.1, 0.0, 0.0], [-0.1, 0.1, 0.0], [0.0, 0.0, 0.0]]}